(i)
19
Properties=species:S:1:pos:R:3:nbo_charge:R:1 method="wB97M-V/def2-TZVPD" orbital_gap_ev=7.91 total_charge=0
C 1.713 -0.822 0.377 0.293
H 2.424 -0.500 -1.611 0.222
C -2.400 0.362 -0.400 -0.247
H 1.450 -0.472 2.236 0.345
H -0.016 2.166 -1.234 0.246
H -4.337 0.052 0.417 0.201
C 0.134 1.846 -0.200 -0.700
H 3.611 -1.284 -0.533 0.226
H -2.779 0.880 -1.282 0.175
N 2.151 -0.777 1.555 -0.673
C -0.340 0.481 -0.015 0.129
C -3.254 -0.018 0.543 -0.466
C -0.348 -0.758 0.048 -0.206
H 2.234 -2.196 -1.176 0.231
C 2.550 -1.220 -0.798 -0.709
H -0.702 -1.751 0.217 0.256
H 1.191 2.001 0.029 0.242
H -0.400 2.574 0.416 0.250
H -2.882 -0.564 1.411 0.186

***

(ii)
19
Properties=species:S:1:pos:R:3:nbo_charge:R:1 method="wB97M-V/def2-TZVPD" orbital_gap_ev=8.97 total_charge=0 smiles="C=CNCC1=CCC1"
H 1.829 -1.778 -0.989 0.407
C 1.924 0.356 -0.517 -0.017
H -2.573 1.478 -0.738 0.204
C -1.421 0.417 0.940 -0.188
H 1.386 1.454 1.361 0.203
C -2.368 0.478 -0.288 -0.417
H -1.274 -1.283 -1.599 0.197
H 0.741 -1.014 1.960 0.223
N 1.637 -1.034 -0.153 -0.659
H -3.315 -0.036 -0.020 0.208
H 0.164 -2.458 0.710 0.228
C -0.560 -0.512 0.502 -0.003
C 0.558 -1.318 0.900 -0.262
C 1.906 1.461 0.337 -0.524
H 2.236 2.397 -0.130 0.210
C -1.174 -0.441 -0.977 -0.423
H -0.576 0.197 -1.681 0.206
H 2.422 0.607 -1.491 0.208
H -1.540 1.031 1.874 0.202

***

Bottom line: (ii), by a margin of 0.1005 hartree.